DFT (wB97M-V/def2-TZVPD) results for a 2-piece molecular cluster, C5H13NO overall in a non-equilibrium geometry.

XYZ file:
```
20
Properties=species:S:1:pos:R:3:forces:R:3
C 0.162 0.616 -3.002 -1.2 -0.7 -3.1
C 0.082 0.318 -1.505 -3.6 -1.6 1.3
C 1.343 0.249 -0.686 3.4 2.2 -4.7
C 1.250 0.016 0.745 0.1 -2.0 1.8
C 2.347 -0.222 1.590 -5.3 -1.8 0.5
N -0.853 1.303 -0.872 0.4 -0.4 -0.1
H -0.458 -0.191 -3.669 1.8 1.4 1.7
H 1.241 0.649 -3.422 -1.9 0.2 0.6
H -0.525 1.540 -3.297 2.1 -1.4 0.8
H -0.462 -0.716 -1.330 1.0 1.7 -0.5
H 1.994 -0.478 -1.392 -0.8 1.3 2.2
H 1.802 1.315 -0.879 -0.3 -1.7 0.3
H 0.072 -0.107 0.848 2.7 0.0 1.4
H 2.151 -0.877 2.563 0.5 2.1 -1.9
H 3.345 -0.102 1.280 1.0 0.2 -0.5
H -1.843 1.080 -1.108 1.3 0.9 -0.1
H -0.485 2.221 -1.181 -1.2 -0.5 0.3
H -3.919 -2.408 4.373 0.0 -0.3 0.8
H -3.419 -1.685 5.601 0.0 -0.1 0.2
O -3.825 -2.521 5.343 0.0 0.4 -1.0
```
Positions in Å, forces in eV/Å.

- E_tot (eV) = -8930.259
- max |F| (eV/A) = 6.20
- net charge = 0
- Kohn-Sham gap (eV) = 9.9
- 2S+1 = 1
- SMILES string = C=CC[C@H](C)N.O
- energy above the lowest of the compared OMol25 structures with the same formula, charge and spin (kJ/mol) = 362.0